a) Molecular formula: C2HBrClOS
Method: DFT, ωB97M-V with the def2-TZVPD basis set

Atoms and positions in Å:
C (-0.04767, -1.17709, 0.56525)
C (0.01822, 0.63308, -0.39318)
O (1.00755, -1.40492, 1.04009)
S (-1.37184, -1.86890, 0.03847)
Cl (1.65758, 1.01687, -1.00721)
Br (-0.40336, 2.17671, 0.93936)
H (-0.86048, 0.62424, -1.18278)

Results
Charge = -1
LUMO energy = 3.437 eV
E_HOMO = -3.88 eV

=====

b) Molecular formula: C2HBrClOS
Method: DFT, ωB97M-V with the def2-TZVPD basis set

Atoms and positions in Å:
C (0.73389, 0.83311, -0.48411)
C (-0.36419, -0.56119, 0.26401)
O (0.21121, 1.56815, -1.31089)
S (2.17851, 0.76543, 0.29776)
Cl (-0.45900, -1.92186, -0.81324)
Br (-2.15877, 0.11471, 0.70391)
H (-0.14165, -0.79837, 1.34255)

Results
Charge = -1
LUMO energy = 3.346 eV
E_HOMO = -3.95 eV

=====

Among the structures above, stability is smallest for a).